Entry from the OMol25 dataset: a cluster of 3 separate species, C16H36N2OP in total in a non-equilibrium geometry (ωB97M-V/def2-TZVPD).

The geometry in XYZ format:
```
56
Properties=species:S:1:pos:R:3:lowdin_charge:R:1
P 3.3205 -3.6301 -1.2823 0.880
O 3.2047 -5.1289 -0.5986 -0.300
N 0.5168 -3.2937 -1.0526 0.131
N 0.2559 -1.4949 0.0916 0.130
C 4.6280 -2.7596 -0.3574 -0.259
C 0.7689 0.4941 -4.3042 -0.260
C -2.2379 -1.5138 2.7420 -0.115
C -0.3846 -2.4608 -0.5269 -0.057
C -2.2688 0.6822 4.9636 -0.227
C 1.4378 -0.4986 -3.3581 -0.120
C 1.6299 -1.6902 -0.0026 -0.026
C 1.7667 -2.8243 -0.7424 -0.390
C -2.8987 -0.1436 2.6060 -0.268
C 1.4197 3.2207 -2.9497 -0.274
C 1.7369 1.5302 -4.8702 -0.222
C -4.5535 1.7403 5.3902 -0.105
C 0.5440 4.1921 -3.7357 -0.106
C -2.2321 0.9368 3.4562 -0.230
C -3.6685 0.5073 5.5506 -0.267
C 2.3941 2.4332 -3.8250 -0.228
H -1.1792 -1.4626 2.4666 0.047
H 3.0530 3.1355 -4.3420 0.114
H 1.1568 4.9067 -4.2870 0.079
H -1.1841 1.0390 3.1481 0.103
H 0.7112 -1.2406 -3.0117 0.051
H -0.0592 0.9901 -3.7903 0.099
H -3.5676 0.2818 6.6143 0.108
H -4.0951 2.6114 5.8614 0.078
H 0.7840 2.5356 -2.3780 0.090
H -2.7016 1.8979 3.2350 0.105
H 2.5246 1.0140 -5.4271 0.113
H -3.9578 -0.2250 2.8563 0.104
H -0.1041 4.7564 -3.0647 0.071
H 1.8518 -0.0010 -2.4776 0.057
H 2.2456 -1.0340 -3.8606 0.082
H 5.4598 -3.4489 -0.3009 0.049
H 1.2071 2.1425 -5.6031 0.106
H -5.5241 1.5797 5.8588 0.073
H 0.3148 -4.1236 -1.5867 0.182
H -4.7337 1.9778 4.3405 0.065
H 4.9017 -1.8370 -0.8499 0.046
H 3.0457 1.8342 -3.1805 0.097
H -4.1631 -0.3597 5.1028 0.098
H -2.7255 -2.2417 2.0884 0.068
H -1.7749 1.5187 5.4655 0.113
H 4.3218 -2.5437 0.6677 0.042
H -0.0971 3.6731 -4.4495 0.067
H -0.1781 -0.7168 0.5675 0.168
H 1.9977 3.7849 -2.2134 0.105
H -2.2990 -1.8973 3.7592 0.074
H 0.3244 -0.0573 -5.1359 0.109
H -2.8593 0.1695 1.5564 0.098
H -1.6708 -0.2026 5.2017 0.101
H 2.6424 -5.1019 0.1849 0.055
H -1.4448 -2.5746 -0.6301 0.165
H 2.3969 -1.0788 0.4196 0.131
```

Charge: +1
DFT total energy: -31487.1313 eV
Energy above the lowest of the compared OMol25 structures with the same formula, charge and spin: 0.0 kcal/mol
HOMO level: -12.26 eV
Strongest force on any atom: 0.03695 Eh/bohr
Kohn-Sham gap: 9.068 eV

Entry from the OMol25 dataset: a cluster of 6 separate species, C16H36N5O8 in total in a non-equilibrium geometry (ωB97M-V/def2-TZVPD).

The geometry in XYZ format:
```
65
Properties=species:S:1:pos:R:3:lowdin_charge:R:1
O 1.9118 -0.2104 -6.8996 0.026
O 1.0973 0.0295 -1.3762 0.078
O -0.1855 1.4931 -2.6799 -0.059
O 1.2300 -1.1123 1.0609 0.013
O -4.1021 0.4646 -0.5955 0.082
O -2.8827 3.4295 0.4988 0.076
O 5.7674 0.4471 1.5590 -0.008
O -0.8454 0.8478 -0.8471 -0.052
N 0.7711 -2.9415 2.2908 0.027
N 3.9985 -0.9110 2.0661 0.025
N -3.5183 4.1246 2.5323 0.002
N 1.8719 0.8996 -4.9438 0.038
N -2.7854 -1.1879 0.0845 0.038
C -2.8809 3.3419 1.7164 -0.614
C -0.2041 0.5669 -6.3314 -0.003
C -5.3554 -1.2983 0.3184 -0.013
C 4.2066 -1.0311 3.4805 -0.078
C 4.1615 0.3855 -0.0241 0.001
C 3.3426 0.7381 -4.6091 -0.050
C 0.3539 -2.1584 3.4873 -0.039
C -4.0114 -0.6065 -0.1005 -0.542
C 1.2988 0.3682 -6.0676 -0.595
C 0.0596 0.7503 -1.6853 -0.859
C -2.0553 2.3118 2.4399 -0.002
C 1.1632 -2.3518 1.1813 -0.549
C 4.6967 -0.1220 1.2701 -0.549
C -2.4806 -2.4825 0.6073 -0.117
C -4.4276 5.2716 2.1476 -0.042
C 1.8185 -3.3069 0.2035 0.014
H -3.3443 4.0431 3.5239 0.119
H 3.5101 -0.4164 4.0507 0.087
H 3.9571 1.3385 -5.2798 0.061
H 1.2582 -1.7642 3.9510 0.066
H 2.4075 -2.9305 -0.6329 0.092
H 3.2271 -0.1157 -0.2769 0.047
H -4.8198 5.7947 3.0197 0.066
H 1.2043 1.3658 -4.3461 0.075
H -0.2766 -1.3106 3.2195 0.084
H 4.0775 1.4682 -0.1174 0.100
H -0.5907 1.2563 -5.5809 0.063
H -5.2480 4.8299 1.5820 0.079
H 3.7300 -0.2722 -4.7408 0.070
H -1.2635 1.8631 1.8402 0.082
H 5.2603 -1.0252 3.7594 0.085
H -1.6351 -2.9798 0.1322 0.067
H -5.8115 -1.9276 -0.4459 0.066
H 0.9010 -3.9231 2.4899 0.140
H -2.7386 1.4899 2.6535 0.077
H 3.1434 -1.3805 1.8044 0.090
H -3.9375 6.0600 1.5762 0.075
H 4.0025 -2.0791 3.7000 0.072
H -0.1760 -2.7040 4.2681 0.081
H 4.8685 0.0689 -0.7909 0.084
H -2.2402 -2.4849 1.6705 0.060
H -1.9739 -0.6446 -0.1731 0.088
H -0.7041 -0.3978 -6.2446 0.077
H 0.8732 -0.3292 -0.5144 0.037
H 3.5063 1.2004 -3.6356 0.070
H 1.0336 -3.8370 -0.3360 0.082
H -5.3412 -2.0144 1.1400 0.048
H -1.7229 2.6941 3.4050 0.064
H -5.9696 -0.4359 0.5774 0.070
H -3.2245 -3.2726 0.5055 0.073
H -0.4017 1.0253 -7.3004 0.070
H 2.4448 -4.0024 0.7621 0.080
```

Charge: -1
DFT total energy: -41008.1203 eV
Energy above the lowest of the compared OMol25 structures with the same formula, charge and spin: 76.8 kcal/mol
HOMO level: -3.58 eV
Strongest force on any atom: 0.13133 Eh/bohr
Kohn-Sham gap: 5.547 eV